DFT (the ωB97M-V functional and the def2-TZVPD basis) results for C43H61BrN4O3PS2Sc as an isolated structure in a non-equilibrium geometry.

Output
energy relative to the best compared isomer or geometry (same formula, charge and spin) = 195.6 kJ/mol
total energy = -6592.58071 hartree
multiplicity = 2
HOMO (alpha / beta) = -1.61 / -3.81 eV
net charge = -1
F_max = 1.9 eV/Å
lowest unoccupied orbital energy (alpha / beta) = 0.0814 / 0.0810 hartree

Positions of all 116 atoms, in Å:
Sc: 0.04519 0.12674 0.18593
C: 5.17553 4.05719 1.52030
C: 4.37297 3.08422 0.68228
O: 3.20130 2.69348 1.41595
P: 2.74674 1.14288 1.36763
S: 1.22052 0.91785 2.61137
S: 2.71764 0.47706 -0.49584
O: 4.04738 0.43226 2.06078
C: 4.44755 0.86193 3.36650
C: 4.69378 -0.32965 4.27088
H: 6.05971 4.37980 0.96855
H: 5.49345 3.59042 2.45370
H: 4.56909 4.93136 1.75889
H: 4.96521 2.20260 0.42308
H: 4.04789 3.55215 -0.24558
H: 3.68210 1.50665 3.80368
H: 5.36819 1.44070 3.25705
H: 3.76881 -0.87653 4.44113
H: 5.06689 0.02203 5.23452
H: 5.42498 -1.00327 3.82280
O: -1.86323 1.18816 0.77256
C: -3.20164 0.98515 1.22490
C: -3.42827 1.63252 2.59079
C: -2.36819 1.22101 3.62734
C: -2.38134 -0.27043 3.86179
C: -2.99005 -0.75580 5.01515
C: -3.07685 -2.12187 5.23043
C: -2.55947 -2.96125 4.26129
C: -1.97168 -2.39796 3.14038
N: -1.86482 -1.08555 2.93171
H: -1.71913 2.14375 0.69383
H: -3.37626 -0.08694 1.26686
H: -3.89198 1.40926 0.49063
H: -4.41397 1.34635 2.96769
H: -3.41905 2.71971 2.46607
H: -2.58634 1.71786 4.57321
H: -1.37648 1.52502 3.29582
H: -3.38935 -0.05626 5.73836
H: -3.54847 -2.51302 6.12290
H: -2.59693 -4.03737 4.36695
H: -1.58352 -3.04117 2.36582
C: 3.26324 -2.58858 0.56438
C: 1.87607 -2.55701 1.21146
C: 2.01656 -2.71708 2.72670
C: 0.99446 -3.62788 0.60232
C: 1.42919 -4.92901 0.76551
C: 0.72715 -5.99522 0.23713
C: -0.46000 -5.71096 -0.40344
C: -0.98017 -4.42575 -0.57527
C: -2.37927 -4.46394 -1.20435
C: -2.52368 -3.84839 -2.60912
C: -3.47976 -4.06952 -0.19882
C: -0.20417 -3.30200 -0.11357
N: -0.45892 -1.95666 -0.29305
C: -1.63458 -1.51469 -0.89636
C: -1.70835 -0.39354 -1.65579
N: -0.70831 0.53693 -1.78846
C: -0.72909 1.19832 -3.03772
C: -0.18010 0.53220 -4.15438
C: -0.19609 1.14442 -5.40026
C: -0.75758 2.39605 -5.57858
C: -1.31861 3.04512 -4.49177
C: -1.32229 2.46625 -3.22903
C: -2.03896 3.15670 -2.08945
C: -3.51989 2.75673 -2.07587
C: -1.91044 4.68120 -2.10989
C: 0.46647 -0.83203 -4.00099
C: -0.18719 -1.86922 -4.91831
C: 1.97548 -0.74894 -4.25206
H: 3.88993 -1.78966 0.95610
H: 3.18311 -2.46273 -0.51480
H: 3.75459 -3.54248 0.76901
H: 1.41071 -1.57388 1.02180
H: 2.62583 -3.59144 2.96753
H: 1.05056 -2.82454 3.21598
H: 2.50299 -1.83448 3.13627
H: 2.34243 -5.11666 1.31738
H: 1.08285 -7.01346 0.32875
H: -1.02807 -6.54767 -0.79533
H: -2.57433 -5.52297 -1.38268
H: -2.09712 -2.85667 -2.70157
H: -3.58025 -3.80444 -2.88854
H: -2.01709 -4.49233 -3.33132
H: -3.28834 -3.13309 0.32385
H: -3.55994 -4.84517 0.56614
H: -4.44573 -3.99059 -0.70444
H: -2.54734 -2.07245 -0.77111
H: -2.64574 -0.21959 -2.19322
H: 0.23325 0.63075 -6.25412
H: -0.76776 2.85971 -6.55782
H: -1.78130 4.01474 -4.63394
H: -1.57799 2.77775 -1.18461
H: -4.00134 3.03141 -3.01808
H: -4.04504 3.26523 -1.26096
H: -3.62180 1.67814 -1.94106
H: -2.58630 5.12597 -2.84719
H: -0.89219 4.98379 -2.34638
H: -2.16511 5.09205 -1.13075
H: 0.33037 -1.15567 -2.96974
H: 0.03145 -1.66513 -5.96957
H: -1.27126 -1.86706 -4.79140
H: 0.18469 -2.86809 -4.68022
H: 2.19045 -0.35594 -5.24835
H: 2.42571 -1.74075 -4.16500
H: 2.43967 -0.09366 -3.51285
Br: 2.27835 7.04742 0.29852
C: 1.47641 5.32295 0.23554
C: 1.63284 4.49557 -0.89591
C: 1.08639 3.24357 -0.87454
N: 0.36802 2.72631 0.17737
C: 0.18671 3.58950 1.23509
C: 0.71994 4.84704 1.31785
H: 2.17424 4.84089 -1.76766
H: 1.18383 2.59876 -1.73804
H: -0.40991 3.22344 2.06371
H: 0.55957 5.45101 2.20121